DFT (ωB97M-V/def2-TZVPD) results for a molecular structure, C2H7N3 in a non-equilibrium geometry.

Output
ΔE to the lowest compared entry with this formula, charge and spin ... 5.5686 eV
Net charge ... 0
LUMO energy ... 1.06 eV

Last column: natural (NBO) charge in e.
CARTESIAN COORDINATES (ANGSTROEM)
C -0.151 -0.502 0.460  0.00
C -0.158 -1.830 0.138  -0.53
N 0.445 0.372 -0.413  -0.09
N 1.584 0.976 -0.190  -0.55
N -1.309 0.926 -0.382  -0.88
H -0.340 -0.182 1.483  0.17
H 1.809 1.706 -0.852  0.39
H 1.877 1.087 0.779  0.34
H -1.711 0.515 -1.221  0.38
H -1.712 1.669 0.187  0.37
H 0.188 -2.168 -0.829  0.20
H -0.521 -2.568 0.840  0.20

DFT (ωB97M-V/def2-TZVPD) results for a molecular structure, C20H29N7O8Sr.

Output
ΔE to the lowest compared entry with this formula, charge and spin ... 0.3487 eV
Net charge ... -2
LUMO energy ... 4.40 eV

Last column: natural (NBO) charge in e.
CARTESIAN COORDINATES (ANGSTROEM)
Sr -0.140 -0.181 -0.058  1.83
O 2.780 -3.522 0.172  -0.76
C 1.980 -2.696 0.649  0.77
O 0.789 -2.474 0.313  -0.82
C 2.484 -1.837 1.830  -0.34
N 2.492 -0.387 1.582  -0.46
C 3.603 0.023 0.733  -0.21
C 3.469 -0.321 -0.751  -0.23
N 2.211 -0.005 -1.427  -0.49
C 2.081 1.354 -1.947  -0.24
C 2.124 2.503 -0.942  -0.21
N 1.034 2.575 0.046  -0.48
C 1.541 2.973 1.359  -0.22
C 0.597 2.648 2.517  -0.21
N 0.252 1.242 2.657  -0.47
C 1.194 0.509 3.494  -0.23
C 2.564 0.301 2.873  -0.22
C -1.095 1.058 3.192  -0.35
C -1.575 -0.415 3.141  0.77
O -2.552 -0.673 3.864  -0.76
O -0.959 -1.157 2.337  -0.82
C 0.014 3.548 -0.364  -0.34
C -1.037 3.079 -1.388  0.76
O -1.611 3.993 -2.003  -0.75
O -1.280 1.847 -1.402  -0.82
C 2.040 -0.953 -2.536  -0.35
C 0.644 -1.012 -3.194  0.77
O 0.647 -1.146 -4.428  -0.74
O -0.343 -0.982 -2.411  -0.84
H 3.491 -2.164 2.132  0.16
H 1.781 -2.030 2.643  0.22
H 4.549 -0.442 1.071  0.16
H 3.739 1.097 0.851  0.17
H 3.619 -1.395 -0.844  0.24
H 4.320 0.164 -1.266  0.16
H 1.139 1.395 -2.501  0.24
H 2.895 1.554 -2.670  0.16
H 2.143 3.428 -1.537  0.18
H 3.079 2.471 -0.416  0.18
H 1.739 4.060 1.388  0.16
H 2.496 2.486 1.521  0.19
H -0.330 3.207 2.381  0.20
H 1.054 3.043 3.443  0.16
H 0.752 -0.463 3.697  0.24
H 1.331 1.029 4.463  0.15
H 3.179 -0.274 3.585  0.17
H 3.073 1.258 2.763  0.18
H -1.804 1.621 2.575  0.21
H -1.185 1.432 4.223  0.17
H 0.481 4.478 -0.715  0.17
H -0.586 3.810 0.510  0.20
H 2.218 -1.956 -2.142  0.24
H 2.769 -0.748 -3.335  0.17
N -5.853 1.631 -0.455  -0.81
C -5.063 0.567 -0.023  0.33
C -3.690 0.742 0.177  -0.02
N -2.918 -0.253 0.557  -0.42
C -3.492 -1.435 0.795  -0.03
C -4.853 -1.588 0.628  0.00
N -5.648 -0.599 0.206  -0.46
H -5.353 2.282 -1.043  0.39
H -6.713 1.315 -0.876  0.38
H -3.209 1.687 -0.053  0.22
H -2.846 -2.229 1.146  0.24
H -5.331 -2.541 0.822  0.18

DFT (ωB97M-V/def2-TZVPD) results for C3H5N3O in the gas phase in a non-equilibrium geometry.

Output
ΔE to the lowest compared entry with this formula, charge and spin ... 2.0032 eV
Net charge ... 0
LUMO energy ... 0.80 eV

Last column: natural (NBO) charge in e.
CARTESIAN COORDINATES (ANGSTROEM)
C 1.709 -0.079 0.042  -0.42
N 0.248 -0.081 -0.228  -0.43
C -0.499 -1.192 -0.140  0.13
N -1.751 -0.878 -0.041  -0.27
N -1.817 0.489 -0.051  -0.46
C -0.505 1.045 -0.102  0.73
O -0.323 2.235 -0.089  -0.62
H 2.013 -1.092 0.388  0.22
H 2.313 0.120 -0.940  0.22
H 1.755 0.775 0.795  0.24
H -0.386 -2.342 0.059  0.25
H -2.757 1.000 0.306  0.43